P:
{"formula": "C3H6OS2", "method": "ωB97M-V with the def2-TZVPD basis set", "elements": ["O", "C", "C", "C", "S", "S", "H", "H", "H", "H", "H", "H"], "xyz": [[-2.76, 0.90, -0.11], [-2.07, -0.05, -0.35], [-0.65, 0.05, -0.84], [0.40, -0.29, 0.24], [1.94, 0.48, -0.37], [3.33, 0.03, 1.08], [-2.54, -1.06, -0.34], [-0.53, 1.08, -1.19], [-0.53, -0.64, -1.68], [0.51, -1.37, 0.28], [0.15, 0.14, 1.20], [2.74, 0.72, 2.07]], "lumo_energy_ev": 0.50}

=====

Q:
{"formula": "C3H6OS2", "method": "ωB97M-V with the def2-TZVPD basis set", "elements": ["O", "C", "C", "S", "C", "S", "H", "H", "H", "H", "H", "H"], "xyz": [[-0.90, 1.49, -0.41], [-0.06, 0.67, 0.28], [-0.38, -0.76, 0.38], [-1.87, -1.36, -0.30], [0.71, -0.28, -0.53], [2.41, -0.74, -0.34], [-0.58, 2.40, -0.49], [0.36, 1.15, 1.19], [-0.03, -1.26, 1.27], [-2.39, -0.15, -0.50], [0.38, -0.28, -1.55], [2.36, -0.90, 0.99]], "lumo_energy_ev": 0.64}

=====

Which one is most stable, and which one is least stable? P is the most stable of them, while Q is the least stable.

=====

P:
{"formula": "C3H6OS2", "method": "ωB97M-V with the def2-TZVPD basis set", "elements": ["O", "C", "C", "S", "C", "S", "H", "H", "H", "H", "H", "H"], "xyz": [[0.48, 1.75, -1.12], [0.46, 1.10, 0.17], [1.01, -0.34, -0.02], [-0.12, -1.40, -0.98], [-1.41, -1.62, 0.17], [-2.72, -2.58, 0.04], [0.01, 2.61, -1.03], [-0.60, 1.04, 0.50], [1.15, 1.56, 0.86], [1.95, -0.34, -0.56], [1.08, -0.83, 0.93], [-1.29, -0.94, 1.04]], "lumo_energy_ev": -0.17}

=====

Q:
{"formula": "C3H6OS2", "method": "ωB97M-V with the def2-TZVPD basis set", "elements": ["C", "O", "C", "S", "C", "S", "H", "H", "H", "H", "H", "H"], "xyz": [[1.22, 0.20, 0.61], [0.25, -0.69, 1.06], [-0.40, -1.37, 0.01], [-1.69, -0.39, -0.81], [-0.87, 1.19, -0.60], [0.90, 1.18, -0.84], [1.48, 0.83, 1.49], [2.11, -0.42, 0.34], [0.31, -1.80, -0.74], [-0.97, -2.16, 0.51], [-1.24, 1.85, -1.39], [-1.09, 1.59, 0.37]], "lumo_energy_ev": 0.75}

=====

Which one is most stable, and which one is least stable? Q is the most stable of them, while P is the least stable.

=====

P:
{"formula": "C53H47N3O3S4Zr", "method": "ωB97M-V with the def2-TZVPD basis set", "elements": ["Zr", "C", "C", "N", "N", "C", "S", "S", "C", "C", "C", "C", "C", "C", "C", "C", "C", "C", "C", "C", "C", "O", "H", "H", "H", "H", "H", "H", "H", "H", "H", "H", "H", "H", "H", "H", "O", "C", "C", "C", "C", "C", "C", "C", "C", "C", "O", "C", "C", "C", "C", "C", "C", "C", "C", "C", "C", "C", "C", "N", "C", "C", "C", "C", "C", "C", "C", "C", "C", "C", "C", "C", "H", "H", "H", "H", "H", "H", "H", "H", "H", "H", "H", "H", "H", "H", "H", "H", "H", "H", "H", "H", "H", "H", "H", "H", "H", "H", "H", "C", "C", "S", "C", "C", "S", "H", "H", "H", "H", "H", "H"], "xyz": [[0.64, 0.48, -0.70], [-3.39, 1.59, 3.23], [-2.38, 1.36, 2.13], [-1.69, 0.28, 2.08], [-1.87, -0.70, 3.03], [-2.84, -1.54, 2.87], [-4.03, -1.65, 1.64], [-2.76, -2.83, 4.17], [-4.31, -2.54, 5.11], [-5.45, -3.50, 4.85], [-5.56, -4.66, 5.60], [-6.62, -5.54, 5.41], [-7.57, -5.28, 4.43], [-7.47, -4.11, 3.68], [-6.43, -3.22, 3.90], [-2.29, 2.36, 1.04], [-2.77, 3.66, 1.27], [-2.91, 4.60, 0.27], [-2.62, 4.24, -1.04], [-2.13, 2.98, -1.31], [-1.87, 2.05, -0.29], [-1.27, 0.90, -0.62], [-4.39, 1.33, 2.86], [-3.16, 0.94, 4.07], [-3.40, 2.62, 3.58], [-4.01, -2.63, 6.15], [-4.60, -1.51, 4.90], [-4.82, -4.89, 6.36], [-6.70, -6.43, 6.02], [-8.38, -5.98, 4.26], [-8.21, -3.89, 2.93], [-6.34, -2.33, 3.30], [-3.02, 3.95, 2.28], [-3.25, 5.61, 0.50], [-2.77, 4.94, -1.85], [-1.87, 2.68, -2.31], [0.78, -1.33, -1.59], [0.02, -2.44, -1.21], [-0.68, -2.15, 0.18], [0.39, -1.92, 1.22], [0.77, -2.92, 2.10], [1.90, -2.74, 2.87], [2.61, -1.55, 2.77], [2.14, -0.55, 1.95], [2.86, 0.76, 1.81], [3.51, 0.87, 0.39], [2.60, 0.47, -0.56], [4.75, -0.05, 0.33], [5.87, 0.14, 1.14], [6.98, -0.68, 1.03], [6.99, -1.72, 0.11], [5.89, -1.92, -0.70], [4.78, -1.09, -0.59], [4.04, 2.29, 0.11], [4.12, 2.70, -1.22], [4.65, 3.93, -1.55], [5.14, 4.77, -0.55], [5.07, 4.36, 0.77], [4.53, 3.13, 1.10], [1.03, -0.74, 1.20], [0.91, -3.68, -1.01], [0.42, -4.86, -0.46], [1.26, -5.94, -0.24], [2.61, -5.85, -0.55], [3.10, -4.68, -1.10], [2.25, -3.61, -1.35], [-1.10, -2.69, -2.25], [-1.33, -3.93, -2.86], [-2.32, -4.08, -3.83], [-3.10, -3.00, -4.20], [-2.88, -1.76, -3.60], [-1.88, -1.61, -2.65], [-1.32, -2.98, 0.46], [-1.29, -1.26, 0.06], [0.19, -3.83, 2.16], [2.24, -3.53, 3.54], [3.53, -1.41, 3.33], [3.62, 0.85, 2.58], [2.15, 1.58, 1.89], [5.89, 0.96, 1.85], [7.84, -0.52, 1.67], [7.86, -2.37, 0.02], [5.88, -2.72, -1.44], [3.91, -1.20, -1.22], [3.70, 2.05, -1.98], [4.68, 4.24, -2.58], [5.55, 5.75, -0.80], [5.43, 5.02, 1.56], [4.46, 2.84, 2.15], [-0.63, -4.95, -0.18], [0.86, -6.86, 0.18], [3.28, -6.69, -0.35], [4.16, -4.59, -1.34], [2.61, -2.69, -1.79], [-0.73, -4.79, -2.60], [-2.47, -5.05, -4.28], [-3.86, -3.11, -4.96], [-3.49, -0.91, -3.88], [-1.73, -0.64, -2.21], [0.97, 4.11, -3.93], [0.95, 3.25, -2.68], [0.84, 1.51, -3.03], [0.99, 3.82, -1.46], [1.06, 5.32, -1.30], [0.98, 2.99, 0.09], [0.95, 3.47, -4.81], [1.88, 4.73, -3.98], [0.11, 4.78, -3.98], [0.71, 5.85, -2.19], [2.10, 5.63, -1.10], [0.46, 5.63, -0.45]], "total_charge": -2, "lumo_energy_ev": 4.09}

=====

Q:
{"formula": "C53H47N3O3S4Zr", "method": "ωB97M-V with the def2-TZVPD basis set", "elements": ["Zr", "C", "C", "N", "N", "C", "S", "S", "C", "C", "C", "C", "C", "C", "C", "C", "C", "C", "C", "C", "C", "O", "H", "H", "H", "H", "H", "H", "H", "H", "H", "H", "H", "H", "H", "H", "O", "C", "C", "C", "C", "C", "C", "C", "C", "C", "O", "C", "C", "C", "C", "C", "C", "C", "C", "C", "C", "C", "C", "N", "C", "C", "C", "C", "C", "C", "C", "C", "C", "C", "C", "C", "H", "H", "H", "H", "H", "H", "H", "H", "H", "H", "H", "H", "H", "H", "H", "H", "H", "H", "H", "H", "H", "H", "H", "H", "H", "H", "H", "C", "C", "S", "C", "C", "S", "H", "H", "H", "H", "H", "H"], "xyz": [[0.05, 0.73, -0.54], [1.47, 0.71, 4.23], [0.17, 0.55, 3.50], [-0.47, 1.60, 3.15], [-1.76, 1.58, 2.88], [-2.65, 1.63, 1.98], [-2.72, 1.62, 0.27], [-4.32, 1.66, 2.79], [-4.04, 0.56, 4.22], [-3.67, 1.17, 5.55], [-3.07, 2.41, 5.69], [-2.67, 2.87, 6.94], [-2.87, 2.09, 8.08], [-3.50, 0.87, 7.95], [-3.90, 0.41, 6.70], [-0.41, -0.80, 3.31], [-0.56, -1.70, 4.35], [-1.28, -2.88, 4.19], [-1.84, -3.16, 2.95], [-1.66, -2.30, 1.88], [-0.94, -1.10, 2.01], [-0.76, -0.32, 0.98], [1.37, 0.30, 5.24], [2.29, 0.18, 3.73], [1.72, 1.76, 4.29], [-4.95, -0.03, 4.32], [-3.23, -0.11, 3.90], [-2.91, 3.02, 4.81], [-2.17, 3.83, 7.03], [-2.54, 2.44, 9.05], [-3.68, 0.25, 8.83], [-4.38, -0.56, 6.62], [-0.14, -1.46, 5.32], [-1.42, -3.55, 5.02], [-2.44, -4.06, 2.82], [-2.09, -2.55, 0.91], [-1.02, 0.43, -2.14], [-1.61, -0.64, -2.79], [-1.91, -1.81, -1.79], [-0.67, -2.62, -1.48], [-0.42, -3.88, -2.02], [0.75, -4.53, -1.65], [1.62, -3.92, -0.76], [1.30, -2.66, -0.28], [2.22, -1.85, 0.61], [2.86, -0.75, -0.32], [1.83, -0.07, -0.93], [3.74, 0.27, 0.45], [5.13, 0.26, 0.49], [5.83, 1.33, 1.04], [5.15, 2.44, 1.53], [3.76, 2.45, 1.51], [3.08, 1.36, 1.00], [3.73, -1.49, -1.36], [3.57, -1.18, -2.70], [4.29, -1.86, -3.67], [5.20, -2.84, -3.32], [5.39, -3.13, -1.97], [4.65, -2.47, -1.00], [0.19, -2.03, -0.65], [-2.91, -0.08, -3.39], [-4.07, -0.01, -2.63], [-5.21, 0.60, -3.12], [-5.21, 1.18, -4.38], [-4.05, 1.14, -5.14], [-2.91, 0.51, -4.65], [-0.75, -1.18, -3.94], [-1.17, -2.26, -4.71], [-0.41, -2.71, -5.78], [0.78, -2.07, -6.10], [1.20, -0.98, -5.35], [0.44, -0.55, -4.26], [-2.23, -1.33, -0.87], [-2.71, -2.45, -2.18], [-1.12, -4.34, -2.70], [0.98, -5.51, -2.05], [2.54, -4.41, -0.46], [1.63, -1.34, 1.36], [2.97, -2.47, 1.09], [5.69, -0.56, 0.07], [6.91, 1.31, 1.05], [5.70, 3.29, 1.91], [3.19, 3.29, 1.87], [1.99, 1.39, 0.97], [2.87, -0.40, -2.95], [4.13, -1.63, -4.72], [5.76, -3.38, -4.07], [6.10, -3.89, -1.68], [4.81, -2.72, 0.04], [-4.08, -0.41, -1.62], [-6.10, 0.65, -2.50], [-6.10, 1.66, -4.77], [-4.03, 1.60, -6.12], [-2.01, 0.50, -5.25], [-2.12, -2.75, -4.50], [-0.74, -3.56, -6.37], [1.37, -2.41, -6.94], [2.11, -0.46, -5.60], [0.75, 0.31, -3.68], [-0.46, 5.59, -0.39], [0.18, 4.26, -0.73], [0.24, 3.10, 0.60], [0.70, 3.99, -1.93], [0.78, 5.02, -3.03], [1.37, 2.41, -2.30], [-0.86, 5.54, 0.63], [-1.29, 5.82, -1.07], [0.25, 6.42, -0.43], [0.68, 6.03, -2.64], [-0.01, 4.86, -3.78], [1.74, 4.93, -3.55]], "total_charge": -2, "lumo_energy_ev": 4.08}

=====

Which one is most stable, and which one is least stable? P is the most stable of them, while Q is the least stable.

=====

P:
{"formula": "C15H35N5O5", "method": "ωB97M-V with the def2-TZVPD basis set", "elements": ["C", "N", "C", "C", "O", "H", "H", "H", "H", "H", "H", "H", "C", "N", "C", "C", "O", "H", "H", "H", "H", "H", "H", "H", "C", "N", "C", "C", "O", "H", "H", "H", "H", "H", "H", "H", "C", "N", "C", "C", "O", "H", "H", "H", "H", "H", "H", "H", "C", "N", "C", "C", "O", "H", "H", "H", "H", "H", "H", "H"], "xyz": [[4.39, -0.93, -2.31], [5.16, -0.52, -1.13], [4.68, 0.44, -0.34], [5.53, 0.58, 0.93], [3.62, 1.05, -0.32], [3.34, -1.11, -2.12], [4.66, -1.92, -2.69], [4.52, -0.29, -3.19], [6.02, -1.00, -0.91], [6.30, 1.34, 0.75], [5.87, -0.42, 1.21], [4.84, 1.03, 1.65], [-0.73, -3.41, -3.23], [-0.60, -4.86, -3.33], [-1.08, -5.82, -2.52], [-1.77, -5.39, -1.20], [-1.01, -6.94, -2.84], [-1.71, -3.18, -2.81], [-0.71, -3.02, -4.24], [0.12, -2.95, -2.72], [0.00, -5.28, -4.02], [-2.60, -4.73, -1.46], [-1.09, -5.00, -0.45], [-2.16, -6.32, -0.79], [-2.17, -0.19, 3.36], [-2.65, -1.62, 3.30], [-1.98, -2.75, 3.28], [-2.69, -4.03, 3.33], [-0.71, -2.74, 3.27], [-2.92, 0.29, 3.99], [-2.18, 0.44, 2.46], [-1.19, -0.16, 3.83], [-3.66, -1.71, 3.27], [-3.63, -4.13, 3.88], [-2.00, -4.65, 3.92], [-2.81, -4.59, 2.41], [-1.28, 8.28, -0.70], [-1.21, 6.91, -1.22], [-1.89, 5.83, -0.84], [-1.34, 4.60, -1.44], [-2.90, 5.85, -0.17], [-0.73, 8.81, -1.48], [-0.77, 8.43, 0.26], [-2.30, 8.63, -0.56], [-0.52, 6.98, -1.95], [-1.29, 4.77, -2.51], [-2.04, 3.79, -1.24], [-0.32, 4.37, -1.11], [-1.13, -0.77, 0.11], [-0.08, -0.01, 0.78], [0.01, 1.34, 0.84], [1.08, 1.94, 1.78], [-0.82, 2.03, 0.26], [-0.82, -0.97, -0.92], [-2.11, -0.30, 0.00], [-1.35, -1.72, 0.60], [0.73, -0.47, 1.17], [0.64, 2.64, 2.48], [1.90, 2.39, 1.22], [1.54, 1.19, 2.43]], "lumo_energy_ev": 0.39}

=====

Q:
{"formula": "C15H35N5O5", "method": "ωB97M-V with the def2-TZVPD basis set", "elements": ["C", "N", "C", "C", "O", "H", "H", "H", "H", "H", "H", "H", "C", "N", "C", "C", "O", "H", "H", "H", "H", "H", "H", "H", "C", "N", "C", "C", "O", "H", "H", "H", "H", "H", "H", "H", "C", "N", "C", "C", "O", "H", "H", "H", "H", "H", "H", "H", "C", "N", "C", "C", "O", "H", "H", "H", "H", "H", "H", "H"], "xyz": [[2.33, 0.98, 0.68], [1.13, 0.19, 0.43], [0.16, 0.41, -0.39], [-0.04, 1.73, -1.12], [-0.56, -0.58, -0.71], [2.85, 0.56, 1.54], [2.00, 2.02, 0.80], [2.93, 0.92, -0.23], [1.28, -0.81, 0.37], [0.91, 2.26, -1.28], [-0.59, 2.46, -0.53], [-0.62, 1.72, -2.04], [-6.03, -4.24, -3.04], [-6.30, -5.47, -3.67], [-6.23, -6.65, -3.02], [-6.47, -8.07, -3.75], [-5.87, -6.81, -1.87], [-5.91, -3.30, -3.59], [-5.07, -4.21, -2.51], [-6.81, -4.07, -2.30], [-6.56, -5.51, -4.64], [-6.86, -8.75, -3.00], [-5.66, -8.58, -4.25], [-7.27, -7.90, -4.47], [1.70, -3.06, -4.43], [0.45, -2.45, -4.83], [0.14, -2.12, -6.12], [-1.02, -1.13, -6.34], [0.74, -2.50, -7.13], [2.30, -2.25, -4.01], [2.30, -3.39, -5.28], [1.64, -3.85, -3.68], [-0.14, -2.14, -4.07], [-1.75, -1.11, -5.53], [-1.69, -1.60, -7.06], [-0.65, -0.28, -6.91], [-3.46, 9.15, 2.99], [-4.06, 7.92, 2.55], [-3.92, 7.38, 1.35], [-4.56, 6.10, 1.07], [-3.39, 7.98, 0.39], [-2.46, 9.06, 3.42], [-4.09, 9.63, 3.74], [-3.37, 9.70, 2.06], [-4.60, 7.37, 3.20], [-5.65, 6.14, 1.02], [-4.38, 5.32, 1.81], [-4.28, 5.78, 0.07], [9.77, -0.14, 8.75], [9.11, -0.67, 7.57], [8.83, 0.13, 6.51], [8.12, -0.53, 5.37], [9.02, 1.32, 6.55], [10.83, -0.32, 8.58], [9.54, -0.74, 9.63], [9.60, 0.91, 9.01], [9.12, -1.66, 7.35], [8.03, 0.14, 4.51], [7.08, -0.84, 5.48], [8.41, -1.54, 5.06]], "lumo_energy_ev": 0.40}

=====

Which one is most stable, and which one is least stable? P is the most stable of them, while Q is the least stable.

=====

P:
{"formula": "C3H3FN2", "method": "ωB97M-V with the def2-TZVPD basis set", "elements": ["C", "C", "C", "N", "N", "F", "H", "H", "H"], "xyz": [[-1.03, 0.00, 0.22], [0.44, -0.05, -0.12], [1.25, 1.16, 0.12], [1.89, 2.04, 0.48], [1.18, -1.00, -0.63], [0.53, -2.24, -0.78], [-1.33, -0.88, 0.65], [-1.57, 0.02, -0.79], [-1.35, 0.94, 0.86]], "lumo_energy_ev": -0.19}

=====

Q:
{"formula": "C3H3FN2", "method": "ωB97M-V with the def2-TZVPD basis set", "elements": ["H", "N", "C", "N", "F", "C", "C", "H", "H"], "xyz": [[-2.30, -0.50, -1.38], [-1.76, -0.02, -0.71], [-0.81, -0.83, -0.40], [0.23, -0.38, 0.29], [0.89, -1.36, 1.16], [0.80, 0.80, 0.41], [1.58, 1.75, 0.39], [-0.86, -1.90, -0.63], [2.22, 2.44, 0.87]], "lumo_energy_ev": -0.01}

=====

Which one is most stable, and which one is least stable? P is the most stable of them, while Q is the least stable.